[1]
A molecular structure, C23H40BrF6InNO12P2 at a distorted geometry, computed with ωB97M-V/def2-TZVPD.

lowest unoccupied orbital energy: 2.1 eV
charge: -1

Each line ends with the Löwdin charge.
Positions of all 86 atoms, in Å:
C: -0.567 1.506 1.956  -0.153
C: -0.949 2.756 1.683  -0.265
In: -0.703 3.606 -0.326  0.796
C: -0.207 5.780 -0.296  -0.298
C: -0.497 6.513 0.971  -0.369
N: -0.682 5.976 2.110  0.066
C: 0.890 2.331 -1.271  -0.239
C: 1.905 2.977 -2.139  -0.853
O: 3.015 2.580 -2.325  -0.029
Br: 1.413 4.617 -3.139  0.638
C: -2.602 3.151 -1.479  -0.280
O: -2.753 2.050 -1.951  0.015
C: -3.755 4.186 -1.761  -0.432
F: -4.618 3.789 -2.718  0.120
F: -3.143 5.305 -2.255  0.085
C: -4.545 4.666 -0.525  -0.371
F: -3.765 5.481 0.203  0.152
F: -5.611 5.398 -0.930  0.141
C: -5.098 3.602 0.455  -0.360
F: -5.871 4.288 1.335  0.123
F: -4.121 3.025 1.163  0.162
C: -5.977 2.484 -0.170  -0.369
O: -5.577 1.731 -0.996  0.209
O: -7.252 2.413 0.342  0.096
H: -0.062 0.908 1.199  0.017
H: -0.754 1.060 2.933  0.023
H: -1.414 3.362 2.459  -0.005
H: 0.854 5.939 -0.523  0.010
H: -0.759 6.283 -1.099  0.025
H: -0.528 7.615 0.902  0.095
H: -0.851 6.706 2.802  0.032
H: 0.395 1.583 -1.899  0.064
H: 1.457 1.873 -0.458  0.046
H: -7.257 1.768 1.061  0.126
O: -0.745 -1.739 4.301  -0.195
P: -0.493 -2.443 5.556  0.435
O: 0.663 -3.543 5.375  -0.191
C: 1.974 -3.117 4.976  -0.263
C: 2.734 -2.441 6.103  -0.078
O: -1.739 -3.460 5.755  -0.217
C: -2.929 -3.336 4.974  -0.278
C: -2.932 -4.331 3.834  -0.072
O: -0.346 -1.997 7.060  -0.180
C: -0.783 -2.763 8.193  -0.248
C: -0.093 -4.097 8.357  -0.074
H: 1.896 -2.455 4.111  0.116
H: 2.499 -4.017 4.661  0.116
H: 2.267 -1.495 6.382  0.075
H: 3.759 -2.236 5.796  0.079
H: 2.748 -3.072 6.992  0.067
H: -3.045 -2.318 4.603  0.109
H: -3.767 -3.533 5.647  0.114
H: -2.004 -4.272 3.266  0.079
H: -3.768 -4.145 3.159  0.078
H: -3.014 -5.350 4.217  0.073
H: -1.866 -2.875 8.173  0.115
H: -0.554 -2.134 9.054  0.119
H: -0.388 -4.801 7.580  0.073
H: -0.367 -4.523 9.323  0.081
H: 0.990 -3.987 8.315  0.068
O: 2.980 -3.132 -7.584  -0.220
P: 3.300 -2.123 -6.568  0.418
O: 2.934 -2.659 -5.102  -0.183
C: 3.576 -3.832 -4.594  -0.268
C: 5.013 -3.577 -4.180  -0.079
O: 2.166 -0.981 -6.700  -0.207
C: 1.289 -0.906 -7.821  -0.279
C: -0.061 -1.505 -7.490  -0.071
O: 4.529 -1.180 -6.329  -0.185
C: 4.465 0.160 -5.784  -0.232
C: 3.938 0.252 -4.375  -0.066
H: 3.523 -4.631 -5.339  0.111
H: 2.990 -4.145 -3.731  0.118
H: 5.636 -3.337 -5.043  0.072
H: 5.430 -4.460 -3.694  0.076
H: 5.070 -2.733 -3.493  0.070
H: 1.730 -1.390 -8.693  0.105
H: 1.179 0.154 -8.062  0.117
H: 0.052 -2.502 -7.063  0.077
H: -0.685 -1.573 -8.383  0.074
H: -0.579 -0.893 -6.751  0.079
H: 3.911 0.808 -6.460  0.116
H: 5.498 0.508 -5.805  0.118
H: 2.873 0.029 -4.325  0.081
H: 4.082 1.263 -3.999  0.067
H: 4.456 -0.443 -3.713  0.073

***

[2]
A molecular structure, C23H40N3O6PrS2 at a distorted geometry, computed with ωB97M-V/def2-TZVPD.

lowest unoccupied orbital energy (alpha / beta): 0.2 / 0.2 eV
charge: 0
2S+1: 3
relative energy (zero: lowest compared OMol25 entry of this formula, charge and spin): 1.3206 eV

Each line ends with the Mulliken spin population.
Positions of all 75 atoms, in Å:
Pr: -0.024 -0.155 -0.382  2.007
C: 3.178 -1.399 -2.156  0.000
C: 2.840 -2.418 -1.045  0.001
N: 1.399 -2.599 -0.952  -0.001
C: 0.816 -3.482 -1.962  0.001
C: -0.455 -2.857 -2.569  0.002
N: -0.247 -1.433 -2.805  -0.003
C: 0.672 -1.129 -3.902  0.001
C: 1.631 -0.011 -3.471  0.003
N: 2.202 -0.314 -2.159  0.002
H: 3.158 -1.900 -3.126  0.000
H: 4.201 -1.036 -1.996  0.000
H: 3.186 -2.016 -0.091  0.000
H: 3.378 -3.361 -1.243  0.000
H: 1.136 -2.922 -0.026  -0.001
H: 0.551 -4.459 -1.541  0.000
H: 1.557 -3.657 -2.747  0.000
H: -1.278 -2.956 -1.856  0.000
H: -0.715 -3.399 -3.492  0.000
H: -1.147 -0.989 -3.000  -0.002
H: 0.143 -0.810 -4.807  0.000
H: 1.239 -2.026 -4.154  0.000
H: 1.066 0.918 -3.363  -0.001
H: 2.406 0.127 -4.243  0.000
H: 2.610 0.536 -1.782  0.000
O: 0.687 1.787 -1.123  -0.001
C: -0.122 2.302 -0.288  0.007
O: -0.067 2.001 0.923  0.001
C: -1.174 3.191 -0.857  -0.004
C: -1.211 4.555 -0.634  0.000
C: -2.125 5.348 -1.308  0.000
C: -2.997 4.763 -2.215  0.000
C: -2.991 3.399 -2.417  0.000
C: -2.090 2.583 -1.733  -0.001
S: -2.146 0.862 -1.950  -0.009
H: -0.503 4.995 0.055  0.000
H: -2.147 6.414 -1.132  0.000
H: -3.694 5.379 -2.769  0.000
H: -3.673 2.932 -3.113  0.000
C: -4.375 -0.672 0.341  0.001
C: -3.430 -1.815 0.704  0.001
C: -3.748 -2.384 2.093  0.000
O: -3.466 -2.840 -0.273  0.000
C: -1.984 -1.299 0.742  -0.005
O: -1.749 -0.184 1.249  0.001
O: -1.064 -2.027 0.291  0.002
H: -5.413 -0.983 0.450  0.000
H: -4.196 -0.372 -0.691  0.000
H: -4.184 0.181 0.986  0.000
H: -4.752 -2.810 2.106  0.000
H: -3.685 -1.594 2.836  0.000
H: -3.033 -3.166 2.339  0.000
H: -4.391 -3.102 -0.381  0.000
C: 3.400 2.431 0.749  0.000
C: 3.419 2.414 2.273  0.000
C: 2.332 1.519 2.852  0.000
S: 2.615 -0.216 2.325  -0.001
O: 1.743 -0.456 1.138  0.002
C: 1.773 -1.090 3.723  0.000
C: 0.270 -0.865 3.817  0.001
C: -0.130 0.245 4.784  0.000
H: 4.100 3.171 0.363  0.000
H: 2.407 2.673 0.375  0.000
H: 3.677 1.452 0.357  0.000
H: 3.267 3.429 2.648  0.000
H: 4.396 2.066 2.623  0.000
H: 1.350 1.799 2.464  0.000
H: 2.356 1.552 3.938  0.000
H: 2.298 -0.796 4.631  0.000
H: 1.995 -2.140 3.523  0.000
H: -0.191 -1.800 4.147  0.000
H: -0.133 -0.642 2.821  -0.001
H: 0.423 0.160 5.720  0.000
H: -1.190 0.167 5.013  0.000
H: 0.042 1.228 4.357  0.000

***

[3]
A molecular structure, C23H40NO2OsP3 at a distorted geometry, computed with ωB97M-V/def2-TZVPD.

lowest unoccupied orbital energy (alpha / beta): -12.5 / -15.6 eV
charge: +4
2S+1: 5
relative energy (zero: lowest compared OMol25 entry of this formula, charge and spin): 3.0198 eV

Each line ends with the Mulliken spin population.
Positions of all 70 atoms, in Å:
P: 2.392 -0.544 -0.617  0.353
C: 2.933 -0.769 1.076  0.038
H: 3.858 -1.368 1.075  0.020
H: 2.140 -1.283 1.638  -0.004
H: 3.135 0.211 1.537  -0.005
C: 2.783 -2.091 -1.445  0.015
H: 2.806 -1.994 -2.537  0.000
H: 2.027 -2.847 -1.177  0.002
H: 3.776 -2.416 -1.110  0.010
C: 3.381 0.815 -1.272  0.028
H: 4.341 0.428 -1.621  0.006
H: 3.515 1.556 -0.481  -0.001
H: 2.871 1.319 -2.099  -0.007
P: -0.840 3.122 -1.176  0.440
C: -1.161 4.110 0.332  0.031
H: -1.607 5.097 0.114  0.026
H: -0.221 4.257 0.884  -0.002
H: -1.844 3.510 0.956  -0.002
C: 0.384 4.049 -2.180  0.032
H: 0.279 3.839 -3.252  -0.001
H: 1.383 3.688 -1.872  0.006
H: 0.362 5.136 -2.049  0.012
C: -2.521 3.011 -1.876  0.023
H: -2.887 3.940 -2.314  0.011
H: -3.191 2.677 -1.077  -0.002
H: -2.595 2.240 -2.641  -0.012
P: -1.725 -1.727 -0.490  0.299
C: -2.306 -2.200 1.131  0.043
H: -2.902 -3.113 0.989  0.018
H: -2.915 -1.399 1.556  -0.001
H: -1.446 -2.403 1.776  -0.006
C: -3.201 -1.419 -1.482  0.031
H: -4.020 -2.008 -1.056  0.009
H: -3.054 -1.716 -2.523  -0.004
H: -3.456 -0.346 -1.453  0.002
C: -0.774 -3.163 -0.987  0.018
H: -1.494 -3.988 -1.062  0.005
H: -0.036 -3.391 -0.207  0.001
H: -0.248 -3.046 -1.936  -0.004
Os: -0.049 0.386 -1.708  1.255
C: 0.751 1.178 -0.116  -0.052
O: 0.974 1.742 0.905  -0.029
C: -1.248 0.514 -0.125  -0.042
O: -1.796 0.928 0.860  0.025
C: -1.393 0.228 -3.401  -0.040
C: -0.831 -1.060 -3.481  0.136
C: 0.545 -1.237 -3.495  0.089
C: 1.392 -0.130 -3.529  0.093
C: 0.860 1.173 -3.511  -0.008
C: -0.534 1.327 -3.602  0.067
H: -2.462 0.403 -3.295  -0.001
H: -1.465 -1.937 -3.397  0.019
H: 0.940 -2.235 -3.348  0.031
H: 2.470 -0.223 -3.455  0.016
H: 1.512 2.046 -3.471  -0.002
H: -0.972 2.331 -3.698  0.017
C: 0.535 -2.246 6.670  0.026
C: 0.346 -1.429 5.418  0.146
C: 1.411 -0.778 4.789  0.220
C: 1.112 0.110 3.757  0.172
N: -0.092 0.201 3.187  0.206
C: -1.112 -0.406 3.791  0.154
C: -0.942 -1.253 4.907  0.014
H: 1.176 -3.111 6.470  0.020
H: 1.011 -1.629 7.440  0.010
H: -0.406 -2.620 7.091  -0.002
H: 2.430 -0.901 5.150  -0.002
H: 1.844 0.807 3.365  0.018
H: -2.117 -0.211 3.397  0.012
H: -1.812 -1.744 5.356  0.003

***

no.,M (g mol⁻¹),E_tot (Ha)
1,893.2,-5904.22053
2,659.6,-2829.66538
3,645.7,-2218.63085